{
  "formula": "C3H6N2O2",
  "method": "ωB97M-V with the def2-TZVPD basis set",
  "lumo_ha": 0.016,
  "smiles": "[H]/N=C\\C(N)=C(O)O",
  "e_homo_ev": -8.014,
  "total_energy_ha": -377.8720,
  "charge": 0,
  "relative_energy_kj_mol": 229.4,
  "molar_mass_g_mol": 102.09,
  "species": ["C", "C", "N", "C", "O", "O", "N", "H", "H", "H", "H", "H", "H"],
  "xyz": [[-0.99141, 0.07688, 0.58584], [0.23447, -0.00185, 0.03143], [1.41505, 0.09453, 0.78758], [0.40393, -0.22663, -1.41894], [-1.11096, 0.32356, 1.92899], [-2.17374, -0.25954, -0.01931], [1.49688, -0.57825, -1.99139], [-2.25003, 0.13918, -0.89702], [-2.03591, 0.14023, 2.15403], [2.06106, 0.77749, 0.40284], [1.21302, 0.32323, 1.75656], [2.22175, -0.72114, -1.27784], [-0.48412, -0.08770, -2.04278]],
  "forces_ev_per_angstrom": [[0.608, -0.299, 0.115], [-0.504, 0.186, -0.683], [0.079, 0.226, 0.417], [0.622, -0.504, 0.222], [-0.534, -0.297, -0.765], [0.051, 0.430, 0.264], [-0.739, 0.330, 0.431], [0.115, -0.082, 0.210], [0.189, 0.112, 0.094], [-0.101, -0.032, 0.096], [0.157, -0.097, -0.202], [-0.136, 0.054, -0.158], [0.192, -0.027, -0.041]]
}


{
  "formula": "C5H10N2O",
  "method": "ωB97M-V with the def2-TZVPD basis set",
  "lumo_ha": [0.026, 0.026],
  "e_homo_ev": [-7.035, -6.646],
  "total_energy_ha": -381.1030,
  "charge": 0,
  "relative_energy_kj_mol": 479.1,
  "molar_mass_g_mol": 114.15,
  "species": ["C", "C", "C", "N", "N", "C", "C", "O", "H", "H", "H", "H", "H", "H", "H", "H", "H", "H"],
  "xyz": [[1.12990, 0.42305, -0.80938], [-1.43935, -0.01057, -0.98091], [0.89318, 1.82830, -0.36564], [1.26109, -0.61237, 0.08239], [-1.51075, 0.43852, 0.36826], [0.33945, -1.04168, 0.99461], [-0.98411, -0.67375, 1.03335], [0.78545, -2.13554, 1.72360], [0.57383, -2.94914, 1.24685], [1.85730, -1.37613, -0.21546], [-2.38698, 0.79220, 0.72678], [1.80821, 0.30703, -1.64666], [-1.98433, -0.90988, -1.26187], [-1.15786, 0.60956, -1.82208], [-1.63101, -1.28074, 1.66085], [0.74247, 1.89919, 0.71295], [1.73690, 2.45043, -0.66812], [-0.03340, 2.24154, -0.77951]],
  "forces_ev_per_angstrom": [[-0.727, -0.530, 0.258], [0.527, 0.594, -0.702], [-0.416, -0.085, 0.244], [0.471, -0.015, 0.084], [0.006, -0.695, -0.955], [-1.016, -0.176, -0.453], [0.981, 0.063, 0.982], [-0.112, 0.001, -0.139], [-0.039, 0.098, 0.081], [0.122, 0.215, 0.142], [0.002, -0.016, -0.074], [-0.168, -0.057, -0.096], [0.264, -0.103, 0.252], [-0.338, 0.539, 0.338], [0.126, 0.157, 0.241], [0.250, -0.117, -0.032], [-0.050, 0.102, 0.023], [0.117, 0.026, -0.195]]
}


{
  "formula": "C18H25NO3",
  "method": "ωB97M-V with the def2-TZVPD basis set",
  "lumo_ha": 0.026,
  "smiles": "CCOC(=O)C1CCN(C(=O)C[C@H](C)c2ccccc2)CC1",
  "e_homo_ev": -8.757,
  "total_energy_ha": -981.4142,
  "charge": 0,
  "relative_energy_kj_mol": 75.7,
  "molar_mass_g_mol": 303.40,
  "species": ["C", "C", "H", "H", "O", "C", "O", "C", "C", "H", "H", "C", "N", "C", "O", "C", "H", "H", "C", "C", "C", "C", "C", "C", "C", "H", "H", "H", "H", "H", "C", "H", "H", "H", "H", "C", "C", "H", "H", "H", "H", "H", "H", "H", "H", "H", "H"],
  "xyz": [[0.28471, 4.34784, 5.23147], [1.29632, 3.61783, 4.36054], [2.11598, 3.21581, 4.95963], [1.68946, 4.29166, 3.59224], [0.71114, 2.48035, 3.72252], [0.03104, 2.69738, 2.59146], [-0.09252, 3.77983, 2.08253], [-0.56747, 1.40053, 2.06585], [0.51424, 0.32470, 1.90475], [1.09024, 0.23138, 2.82547], [0.03253, -0.63265, 1.69397], [1.43657, 0.68961, 0.73766], [0.66514, 0.81250, -0.47485], [0.59054, -0.07569, -1.49990], [-0.17292, 0.10843, -2.42762], [1.54178, -1.26219, -1.41817], [1.43785, -1.72575, -0.43515], [2.56439, -0.88815, -1.52077], [1.29264, -2.34582, -2.48618], [-0.09757, -2.91353, -2.30811], [-0.32162, -3.79440, -1.25426], [-1.57703, -4.32302, -1.01865], [-2.63655, -3.97781, -1.84000], [-2.42428, -3.10642, -2.89329], [-1.16579, -2.57879, -3.12766], [-1.02605, -1.88982, -3.94299], [-3.24604, -2.83178, -3.53887], [-3.61987, -4.38772, -1.65962], [-1.72821, -5.00658, -0.19492], [0.50240, -4.07693, -0.61126], [1.59026, -1.83071, -3.89131], [2.64572, -1.57634, -3.97421], [1.36177, -2.59652, -4.62903], [1.00498, -0.94264, -4.10495], [2.00188, -3.15727, -2.26955], [-0.30706, 1.88569, -0.39707], [-1.29724, 1.62375, 0.73853], [-1.97066, 2.47627, 0.82654], [-1.88475, 0.73491, 0.50123], [-0.82913, 1.93067, -1.35348], [0.21434, 2.83110, -0.22435], [2.22879, -0.04852, 0.62813], [1.90648, 1.66067, 0.93824], [-1.28169, 1.07018, 2.82914], [0.77523, 5.16543, 5.75155], [-0.14350, 3.66658, 5.96283], [-0.51340, 4.75201, 4.61366]],
  "forces_ev_per_angstrom": [[0.117, -0.277, -0.281], [0.103, 0.514, 0.134], [-0.077, 0.043, -0.110], [0.018, -0.144, 0.139], [0.037, -0.267, 0.156], [-0.233, -0.247, -0.130], [0.005, 0.190, -0.004], [-0.131, -0.035, -0.045], [0.175, 0.136, 0.033], [-0.023, -0.066, -0.008], [0.018, -0.033, 0.003], [0.056, -0.370, 0.299], [-0.048, 0.331, 0.054], [0.397, 0.005, 0.244], [-0.219, -0.126, -0.351], [-0.092, -0.231, -0.281], [0.119, 0.058, 0.041], [0.044, -0.004, 0.129], [0.031, 0.272, 0.022], [0.073, -0.185, 0.027], [0.013, 0.028, -0.035], [-0.065, -0.074, 0.118], [-0.095, -0.044, 0.046], [-0.073, -0.004, -0.066], [-0.005, -0.056, -0.021], [0.043, 0.097, -0.079], [-0.060, 0.026, -0.052], [-0.068, -0.027, 0.004], [-0.011, -0.052, 0.046], [0.097, -0.021, 0.043], [-0.010, -0.089, 0.121], [0.095, 0.022, -0.040], [0.022, -0.053, -0.115], [-0.017, 0.033, -0.090], [-0.113, 0.114, 0.012], [-0.403, 0.157, -0.237], [0.197, 0.203, 0.065], [-0.061, -0.038, -0.012], [-0.027, -0.013, -0.001], [0.103, 0.074, 0.149], [-0.026, -0.052, -0.043], [-0.013, 0.097, -0.012], [0.082, -0.075, -0.029], [0.070, 0.040, -0.019], [0.033, 0.103, 0.082], [-0.028, -0.021, 0.101], [-0.050, 0.063, -0.005]]
}


Number 1 is which compound? C3H6N2O2